Below is a single C3H6N2O2S molecule in a non-equilibrium geometry, with properties calculated with wB97M-V/def2-TZVPD.

Geometry as XYZ:
```
14
Properties=species:S:1:pos:R:3:forces:R:3:mulliken_charge:R:1
N 0.06814 0.28671 -0.38196 -0.2 -1.8 0.4 -0.11
C -0.88950 1.22736 0.15100 -0.7 0.1 1.2 -0.33
O 2.08543 1.22175 0.93304 0.0 -1.2 -1.5 -0.57
O -2.19051 1.12321 -0.48832 0.9 -1.6 2.0 -0.53
H -0.65724 -1.25066 1.03753 0.6 0.1 -0.7 0.31
N 2.19765 -1.01488 -0.38261 0.2 -1.2 0.5 -0.49
H -0.78761 -1.54093 -0.73037 -0.7 -0.6 -0.3 0.29
H -0.99890 1.08872 1.32489 -0.3 0.0 -2.4 0.30
H -2.43858 1.70608 -1.18945 0.7 0.9 -0.6 0.31
H -0.48514 2.20561 0.04454 0.3 0.9 -0.2 0.31
S 1.77306 0.59416 -0.39191 -0.8 2.8 1.3 0.48
C 1.22701 -1.77556 -0.09730 -2.1 4.4 0.2 -0.06
H 1.26516 -2.75031 0.13612 0.8 -3.7 0.3 0.47
C -0.16896 -1.12125 0.03480 1.3 0.8 -0.2 -0.39
```
Positions in Å, forces in eV/Å.

Values from the calculation:
Molecular weight, g/mol: 134.16
Electronic energy, Ha: -776.01039
Spin multiplicity: 1


Below is a single C2H7Cl2N2PS molecule in a non-equilibrium geometry, with properties calculated with wB97M-V/def2-TZVPD.

Geometry as XYZ:
```
15
Properties=species:S:1:pos:R:3:forces:R:3:mulliken_charge:R:1
H -0.57416 -1.65971 0.27571 -0.1 0.1 0.1 0.29
C 0.23459 1.45564 0.80075 0.1 0.1 0.2 -0.83
N -0.22293 0.78963 -0.40205 -0.4 0.6 -0.1 -0.42
H 1.03560 2.18095 0.61935 0.0 0.0 0.1 0.30
Cl 3.31691 0.21566 0.38905 0.0 0.0 0.0 -0.20
C 0.04544 -1.78629 -0.59941 1.4 3.5 -0.7 -0.75
H -0.49440 -2.07482 -1.48599 -0.1 -0.1 -0.1 0.27
H -0.50667 1.45688 -1.11474 0.1 -0.2 0.1 0.26
N 0.60078 -0.16424 -0.94434 -0.4 -4.0 0.5 0.01
S 2.91091 -1.47655 -2.42350 -0.3 0.6 0.5 -0.35
H 0.93570 -2.37263 -0.43153 0.0 -0.2 0.0 0.35
H -0.61731 1.96940 1.24069 0.0 0.1 0.1 0.32
P 2.21936 -0.05623 -1.31246 -0.5 -0.7 -0.5 0.64
H 0.59240 0.70737 1.50657 0.0 0.0 0.0 0.32
Cl 2.27816 1.78985 -2.11397 0.1 0.4 -0.1 -0.21
```
Positions in Å, forces in eV/Å.

Values from the calculation:
Molecular weight, g/mol: 193.04
SMILES string: CNN(C)P(=S)(Cl)Cl
Electronic energy, Ha: -1849.85901
Spin multiplicity: 1


Below is a 2-piece molecular cluster, C3H9NS overall in a non-equilibrium geometry, with properties calculated with wB97M-V/def2-TZVPD.

Geometry as XYZ:
```
14
Properties=species:S:1:pos:R:3:forces:R:3:mulliken_charge:R:1
S 0.55223 1.04476 -0.84112 -0.1 -0.6 -0.2 -0.13
C 1.09462 1.24616 0.89330 0.0 0.2 -0.7 -0.85
H 2.75532 1.65512 -0.93365 0.4 0.2 -0.4 0.20
H 1.94101 2.25424 -2.39252 0.2 -0.1 -0.2 0.27
H 1.14249 2.31750 1.07359 0.1 0.0 0.4 0.27
H 2.05949 0.77533 1.07230 0.0 0.0 -0.1 0.28
C 2.09705 1.38537 -1.76133 -0.1 0.4 1.5 -0.74
H 2.55033 0.54095 -2.26573 -0.3 -0.2 -0.2 0.28
H 0.34881 0.76770 1.52143 -0.1 0.0 0.0 0.32
H -2.51806 -3.03977 1.95477 0.2 0.5 -0.2 0.16
C -2.70441 -2.66137 0.93069 1.0 -1.9 0.0 -0.56
H -2.21740 -3.32635 0.17208 -0.4 0.2 0.1 0.14
H -3.88681 -1.49654 -0.09833 0.6 0.1 -0.3 0.05
N -3.21467 -1.46311 0.67453 -1.2 1.2 0.3 -0.71
```
Positions in Å, forces in eV/Å.

Values from the calculation:
Net charge: -1
Molecular weight, g/mol: 91.18
Electronic energy, Ha: -572.52553
Spin multiplicity: 2
⟨S²⟩: 0.753


Below is C2H8BrN3 as an isolated structure in a non-equilibrium geometry, with properties calculated with wB97M-V/def2-TZVPD.

Geometry as XYZ:
```
14
Properties=species:S:1:pos:R:3:forces:R:3:mulliken_charge:R:1
Br 3.74813 0.15961 -0.27435 -2.1 0.6 0.7 0.24
N -1.72985 0.50518 -0.73343 1.4 -3.0 -0.6 -0.36
H 1.62839 -1.96828 -0.15563 0.6 -0.4 -0.1 0.19
H -1.24766 1.03708 -1.55164 -1.2 -1.0 1.6 0.39
H -1.64013 -0.61484 -0.89970 -0.9 3.3 -0.7 0.46
N 0.77102 -1.48910 0.05594 2.5 1.9 -0.2 -0.31
H -2.76375 0.73000 -0.64217 1.3 0.0 -0.1 0.40
H -1.43966 -0.22518 1.26968 0.4 0.4 -0.5 0.42
N 1.88664 0.67233 0.22463 0.1 -3.1 -0.6 -0.42
H -0.83938 1.45177 1.06489 -0.2 0.6 -0.2 0.43
C 0.88469 -0.18219 0.29783 -4.3 0.3 -0.2 0.86
H 1.69167 1.55277 0.63335 0.4 1.3 0.2 0.31
C -0.96616 0.50349 0.58121 2.9 -1.1 0.1 -0.86
H 0.01606 -2.13264 0.12939 -1.0 0.2 0.4 0.25
```
Positions in Å, forces in eV/Å.

Values from the calculation:
Net charge: +2
Molecular weight, g/mol: 154.01
Electronic energy, Ha: -2818.52056
Spin multiplicity: 1


Question: Number 1 is which compound?
Answer: C3H6N2O2S